(1)
Formula: C41H95BN5O34
Source: OMol25
Level of theory: ωB97M-V/def2-TZVPD

Cartesian coordinates (Å):
O1 -0.53775 -7.36428 -1.43598
O2 -0.67366 -1.74743 5.29691
O3 -0.86125 -4.27000 -5.70493
O4 0.79940 3.73421 5.89534
O5 -5.17377 -3.17999 2.20386
O6 -1.34629 -2.26576 -0.13275
O7 -2.84584 5.58113 0.39930
O8 1.45468 -3.28081 -1.83373
O9 -1.68563 2.14685 0.22933
O10 -5.44758 0.45707 -2.60581
O11 1.46298 7.24594 6.57765
O12 -5.39866 5.27917 0.97651
O13 -0.39240 1.09568 2.66896
O14 -1.57301 -7.08937 3.62841
O15 3.27628 -1.31337 -4.66998
O16 -2.11928 -2.83368 -6.70276
O17 4.79599 -1.43962 2.48806
O18 -2.18956 6.81319 2.92228
O19 -4.85974 2.51495 -2.46738
O20 -0.13595 -0.75633 1.40258
O21 0.76076 -1.46812 -0.68542
O22 -3.48020 4.43757 3.22721
O23 3.49376 0.18604 0.29650
O24 -1.69000 -1.42869 7.15755
O25 3.29774 -5.42668 -5.31194
O26 -3.46477 -0.93223 3.10877
O27 4.08564 -6.12881 -2.59578
O28 -1.02520 0.13113 -0.53933
O29 0.87541 2.71214 -7.06175
O30 -1.89525 -8.34612 1.91827
O31 -1.13347 -4.28395 -1.09562
O32 5.48160 -2.10215 -1.87644
O33 0.11235 0.48957 -4.34586
O34 -1.79877 -8.48632 -2.74288
N1 -1.56809 -7.30311 2.42921
N2 -1.15961 -7.49326 -2.47007
N3 -4.61223 1.33522 -2.60897
N4 -1.17743 -1.02745 6.12750
N5 -1.41625 -3.19668 -5.78676
C1 1.45550 2.65213 5.28381
C2 -3.79589 -3.07762 1.89758
C3 -2.94209 -2.22112 2.85469
C4 -6.79321 5.05105 1.08301
C5 3.48982 -4.35269 -6.20044
C6 2.35756 7.55151 7.64486
C7 -4.94472 4.53758 -0.14772
C8 -1.00514 -6.25847 1.53492
C9 1.77079 2.86011 -8.14289
C10 4.38282 -5.31414 -1.48610
C11 -5.40905 -4.22797 3.12159
C12 -4.28539 -0.85554 4.26484
C13 3.74625 -1.41499 -3.32786
C14 5.20242 -1.95408 -3.23484
C15 3.65396 -0.11411 -5.29234
C16 -1.21276 -2.22955 -4.68172
C17 -1.47690 5.65592 0.08265
C18 6.67842 -2.82261 -1.63339
C19 -1.37648 7.95524 2.77953
C20 2.75593 -6.08592 -3.06357
C21 5.19607 -0.08913 2.61862
C22 -0.52030 0.50038 1.64471
C23 -3.60191 5.04059 -0.68185
C24 2.66517 -4.99800 -4.11620
C25 4.51103 -1.86644 1.16018
C26 0.06934 1.70755 -5.10037
C27 -1.10966 0.43671 5.91721
C28 -0.70591 -3.19984 -0.79831
C29 -3.95483 3.08091 3.35688
C30 -3.18418 0.91912 -2.61915
C31 -1.65257 5.92242 3.87477
C32 -1.15883 -6.38279 -3.48072
C33 0.80665 6.00734 6.67504
C34 2.27340 0.73197 -0.17187
C35 3.30389 -1.21792 0.48809
C36 -2.13631 4.49463 3.61376
C37 -1.17665 1.08030 0.36401
C38 1.62745 4.84178 6.16165
C39 1.20559 0.41334 -3.45620
C40 0.66716 -2.66921 -1.15548
C41 1.18969 1.66706 -6.13515
B1 -0.47831 -1.08985 0.02866
H1 5.45815 -1.69736 0.64282
H2 3.19823 0.81959 -4.93927
H3 2.95714 -4.03174 -3.69503
H4 -1.99237 0.83598 6.41066
H5 1.61034 -4.79818 -4.35195
H6 2.68563 8.56158 7.41949
H7 -3.73010 2.66964 4.34184
H8 -5.03057 3.15576 3.20695
H9 -0.86685 -2.68961 -3.76131
H10 1.27635 3.60057 -8.77099
H11 -2.62069 1.74209 -2.19171
H12 2.20686 0.57003 -1.25343
H13 3.11618 -2.13186 -2.80120
H14 -7.23867 5.52930 1.95490
H15 3.17133 6.82295 7.62187
H16 -5.69124 4.51842 -0.94505
H17 2.43199 -7.05790 -3.44140
H18 0.76921 1.90443 4.90548
H19 -3.77783 -2.50114 0.97026
H20 1.88134 7.49772 8.62726
H21 3.70848 -5.42882 -0.62978
H22 -1.88635 3.92703 4.52026
H23 5.40531 -5.53040 -1.19211
H24 1.32351 -0.65614 -3.25431
H25 -0.55566 5.86741 3.87656
H26 2.55078 -3.88362 -6.51850
H27 2.44297 4.54529 6.83283
H28 1.80245 1.93208 -8.72568
H29 2.14568 1.96630 -5.69194
H30 7.53668 -2.28549 -2.04475
H31 -7.38115 5.39271 0.22374
H32 -4.80070 3.48127 0.10722
H33 5.59209 0.24746 1.65479
H34 -1.05012 4.66802 -0.12011
H35 4.73293 0.07089 -5.25998
H36 2.19639 2.23582 5.97381
H37 -0.95188 6.12391 0.90725
H38 4.08853 -3.55482 -5.75119
H39 1.40872 0.32180 0.35644
H40 -2.77620 -2.74658 3.80372
H41 2.16387 0.74203 -3.86124
H42 0.17696 2.57037 -4.44032
H43 -2.12771 -1.66644 -4.52850
H44 -3.64788 -1.01691 5.13756
H45 -2.89095 0.86942 -3.66931
H46 -1.22511 0.63314 4.85287
H47 -5.13198 -1.54315 4.23933
H48 -3.68996 5.90595 -1.35251
H49 1.01230 0.82594 -2.46281
H50 -0.45259 -1.55020 -5.06367
H51 -0.87574 1.79745 -5.63310
H52 4.32531 0.54976 2.78821
H53 -1.90103 -5.86361 1.06070
H54 3.75246 -0.42700 -2.86276
H55 3.37540 -0.19647 -6.34394
H56 -6.91251 3.96435 1.17621
H57 1.30620 0.74439 -6.70876
H58 -2.10829 -5.87161 -3.32066
H59 -0.29446 -6.69560 0.84408
H60 6.76442 -2.96149 -0.55740
H61 0.41284 5.86615 7.68812
H62 -1.96034 8.70306 2.24395
H63 -0.50194 -5.52178 2.15373
H64 5.76680 -1.13486 -3.70429
H65 -0.09158 6.03248 6.05567
H66 -3.48607 2.54748 2.53247
H67 2.07129 5.15304 5.20697
H68 4.23891 -4.28452 -1.83326
H69 2.06913 -5.94340 -2.22198
H70 3.98343 -4.71974 -7.09926
H71 -5.01594 -5.20239 2.81050
H72 -1.10401 8.38569 3.75065
H73 -0.18291 0.78788 6.35273
H74 -1.93656 -2.06838 2.46326
H75 -1.19126 -6.81527 -4.47345
H76 -1.93395 6.23479 4.88800
H77 -4.96606 -4.04091 4.10536
H78 -0.44286 7.76623 2.23862
H79 5.33300 -2.91478 -3.74321
H80 2.21891 1.80967 -0.00143
H81 6.70438 -3.84085 -2.03186
H82 -4.69361 0.15487 4.27789
H83 -2.99789 -0.04104 -2.15595
H84 -1.33611 6.23898 -0.83860
H85 5.92512 0.05460 3.41266
H86 2.46218 -1.44961 1.15196
H87 -3.34687 -4.05441 1.70328
H88 -3.10032 4.24577 -1.23784
H89 4.33148 -2.93912 1.22235
H90 2.01376 2.94357 4.38441
H91 -6.48469 -4.35280 3.23928
H92 -0.36272 -5.69607 -3.21785
H93 -1.49163 4.06999 2.83494
H94 2.75391 3.17622 -7.78509
H95 3.05381 -1.63663 -0.49006

Cartesian forces, eV/Å:
0.16 0.36 -0.19
0.06 -0.02 -0.30
0.15 -0.29 -0.14
-0.92 0.02 0.15
0.34 -0.74 0.57
-0.33 0.46 0.36
0.36 -0.99 -0.01
0.14 0.30 0.25
-0.10 0.26 -0.16
-0.11 -0.16 -0.45
-0.10 0.20 0.09
-0.70 0.33 -0.86
0.17 0.07 0.29
-0.33 0.21 -0.08
0.13 0.32 0.39
0.00 -0.02 -0.24
-0.48 -0.27 0.70
0.85 0.08 0.14
0.14 0.17 -0.50
-0.59 0.34 0.40
0.11 0.17 -0.36
-0.08 -0.64 1.38
-0.56 -0.19 0.61
-0.12 0.16 -0.01
0.34 0.48 0.42
-0.35 -0.05 -0.32
0.42 -1.49 0.31
-0.66 -0.02 -1.11
-0.41 -0.08 0.23
-0.49 -0.23 -0.25
0.03 0.32 0.06
0.42 -0.36 0.38
-0.41 0.86 -0.35
-0.26 -0.08 -0.28
1.34 -0.42 0.56
0.16 -0.28 -0.04
-0.09 -0.53 1.39
0.30 -0.43 0.34
-0.33 -0.04 0.65
0.98 0.26 -0.38
0.20 1.74 -0.79
-0.04 -0.78 0.87
0.11 -0.59 0.31
-0.01 0.21 -0.20
-0.35 -0.60 -0.81
0.75 -0.25 0.00
-0.31 0.36 0.35
-0.96 -0.23 0.28
-0.77 0.64 -0.75
-0.27 -0.17 0.38
0.29 0.31 -0.45
0.78 -0.91 -0.07
-1.13 0.92 -0.58
0.90 0.14 -0.98
0.25 0.62 -0.07
-0.30 -0.13 -0.52
0.06 0.07 0.15
-0.37 0.33 0.25
-0.03 0.52 0.28
-0.56 0.23 -1.01
-0.36 0.09 0.44
-0.15 1.48 0.52
-1.70 -0.39 -0.04
0.74 0.64 -0.09
0.72 -1.03 0.02
-1.16 0.04 -0.24
-0.65 -1.02 -0.02
0.07 1.61 -0.88
0.54 0.77 -1.03
-0.65 -0.59 0.11
-0.57 0.08 0.73
-0.80 -0.25 0.23
0.18 0.73 -0.11
0.62 -0.09 0.37
0.83 0.51 -0.47
0.51 -0.69 0.65
0.57 -0.31 -0.54
-0.28 -1.20 0.75
0.02 -0.86 -0.85
0.05 2.07 -0.88
0.41 -0.08 -0.04
-0.27 -0.03 -0.68
0.36 -0.72 0.17
0.87 -0.12 -0.28
0.27 0.16 0.30
-0.21 -0.17 -0.01
0.31 -0.02 0.28
0.10 -0.15 0.01
-0.02 -0.26 0.00
-0.01 -0.40 -0.24
0.49 0.21 -0.08
0.01 -0.20 0.33
-0.15 -0.15 0.48
-0.26 0.39 0.02
0.50 0.09 0.19
0.33 0.28 0.18
0.02 0.27 -0.15
0.59 -0.08 -0.41
-0.30 0.09 0.38
0.00 -0.28 -0.22
-0.19 0.10 -0.02
-0.06 -0.42 -0.04
-0.34 -0.12 0.14
0.03 0.12 0.01
0.05 0.11 -0.07
0.05 0.22 -0.29
-0.20 -0.12 0.13
0.03 0.06 0.10
0.40 -0.05 0.06
-0.11 -0.30 0.01
0.12 0.08 0.17
0.28 0.03 -0.25
-0.10 -0.06 0.41
0.35 0.13 0.18
-0.01 -0.13 0.17
0.12 -0.24 0.03
-0.09 -0.33 0.05
-0.04 0.02 0.05
0.10 -0.06 0.02
0.69 0.06 -0.33
-0.13 0.01 0.14
-0.81 0.32 0.40
0.06 0.09 -0.02
-0.06 -0.10 -0.12
-0.31 -0.12 0.28
-0.09 -0.13 -0.04
0.53 -0.08 -0.01
0.14 -0.20 0.01
-0.50 -0.23 -0.42
-0.38 0.61 -0.50
0.00 0.10 0.19
-0.13 -0.29 0.14
0.03 0.02 0.22
0.40 0.26 -0.46
-0.20 -0.07 0.32
0.04 -0.09 0.02
-0.49 0.00 0.04
-0.25 -0.35 0.47
0.02 0.03 0.04
-0.38 -0.23 -0.20
0.13 0.35 0.05
0.31 -0.23 0.17
0.05 -0.05 -0.13
-0.26 0.08 0.07
0.79 -0.53 0.03
0.15 0.28 -0.13
-0.06 -0.72 0.17
0.21 0.18 0.08
0.45 0.25 0.50
-0.06 0.59 -0.06
0.09 -0.15 0.10
0.14 0.11 -0.40
-0.02 -0.03 0.09
-0.03 0.04 -0.03
-0.12 -0.20 -0.37
0.43 -0.01 0.03
-0.21 0.18 0.02
-0.03 0.20 0.05
-0.01 -0.18 -0.07
-0.08 0.15 -0.29
0.55 0.09 0.06
-0.40 0.09 -0.44
0.08 0.04 0.12
-0.42 0.08 0.24
0.12 0.23 0.03
0.02 -0.36 0.09
-0.13 0.46 0.01
0.09 -0.06 0.16
0.13 -0.17 0.24
-0.04 -0.05 -0.01
0.03 0.38 0.04
-0.02 0.19 0.00
0.16 -0.13 -0.30
-0.12 -0.14 -0.25
0.12 0.00 -0.28
0.47 -0.46 0.18

Results
Relative energy (zero: lowest compared OMol25 entry of this formula, charge and spin) in kcal/mol: 0.00
E_HOMO in hartree: -0.2640
Frontier orbital gap in eV: 8.98
Energy in eV: -121782.588
Total charge: -1
E_LUMO in eV: 1.79


(2)
Formula: C21H19N4O4Ru
Source: OMol25
Level of theory: ωB97M-V/def2-TZVPD

Cartesian coordinates (Å):
Ru1 0.19610 -0.08520 -0.29320
O1 -1.64150 -1.44900 -0.20330
O2 2.47810 -0.21320 -0.25350
O3 0.76130 -2.41560 2.72730
O4 0.71400 -1.79330 -1.75970
N1 1.28200 -3.84050 -0.98960
N2 0.74790 -2.10570 0.48330
N3 -1.74780 1.31880 -0.16460
N4 0.93270 1.94800 0.23760
C1 -1.36940 2.69390 0.07820
C2 -5.65630 -1.42750 -0.95530
C3 2.95210 1.96960 -1.08980
C4 -4.97040 -2.62880 -0.72580
C5 1.45810 -4.26270 -2.36020
C6 0.89960 -2.53280 -0.76110
C7 1.32860 -4.24410 1.33920
C8 5.01030 2.24560 -2.33500
C9 -4.98610 -0.23110 -0.87700
C10 -2.88010 -1.40150 -0.42200
C11 5.32630 0.89680 -2.11760
C12 -3.62900 -2.62240 -0.47880
C13 0.92620 -2.86210 1.60890
C14 -0.08190 2.72080 0.90880
C15 3.85030 2.76430 -1.81450
C16 4.47860 0.08440 -1.42290
C17 -3.61440 -0.17490 -0.59260
C18 1.81820 2.56610 -0.47290
C19 1.48690 -4.66470 0.07500
C20 3.23780 0.56450 -0.89250
C21 -2.99190 1.08870 -0.39440
H1 -0.26980 2.25590 1.88360
H2 6.26140 0.50960 -2.49650
H3 3.61530 3.81200 -1.94580
H4 2.18550 -3.61090 -2.84940
H5 1.80570 -5.29400 -2.38960
H6 -3.08120 -3.53640 -0.29890
H7 -2.16360 3.24810 0.60330
H8 5.68570 2.87390 -2.89320
H9 -5.52880 0.69320 -1.02150
H10 1.77220 -5.68060 -0.16420
H11 1.49510 -4.88970 2.18530
H12 -5.51630 -3.56250 -0.74140
H13 -3.68390 1.94210 -0.41360
H14 0.50910 -4.17540 -2.89300
H15 0.24730 3.75890 1.05790
H16 1.73650 3.65540 -0.57900
H17 -6.71350 -1.44570 -1.16870
H18 4.72580 -0.95160 -1.24500
H19 -1.18030 3.19180 -0.88530

Cartesian forces, eV/Å:
0.87 -0.86 1.85
2.09 0.39 -0.03
-2.52 -0.92 0.27
0.01 0.03 0.06
-0.57 0.79 0.50
-0.12 0.49 0.03
-0.16 2.34 -1.32
1.09 -0.50 -0.49
-0.75 -1.27 -0.63
0.30 0.49 0.19
-0.24 0.45 -0.04
-0.09 -0.96 -0.07
0.19 0.17 -0.02
-0.04 0.12 -0.39
0.46 -1.42 -0.42
0.01 0.01 -0.20
-0.11 0.40 -0.02
-0.41 -0.36 0.03
-1.25 0.57 -0.36
-0.17 0.23 0.08
0.30 0.10 0.18
0.01 -0.03 0.74
-0.72 0.31 0.14
0.33 -0.01 -0.19
-0.35 -0.15 0.40
0.56 -0.50 -0.02
0.43 -0.32 0.05
0.01 -0.25 0.58
0.82 1.52 -0.96
-0.36 -0.41 -0.11
0.03 0.19 -0.12
0.02 -0.11 -0.06
0.01 0.12 -0.06
-0.07 -0.14 -0.03
-0.02 0.06 0.09
0.04 -0.05 0.00
0.18 -0.16 -0.12
0.06 0.09 -0.04
-0.04 0.12 -0.01
0.03 0.02 -0.03
-0.01 -0.06 0.00
0.03 -0.07 -0.05
0.16 -0.03 0.10
0.12 -0.06 -0.05
-0.04 -0.20 0.03
0.03 -0.12 0.31
-0.10 0.04 -0.02
-0.05 -0.10 0.03
0.02 0.00 0.17

Results
Relative energy (zero: lowest compared OMol25 entry of this formula, charge and spin) in kcal/mol: 89.97
E_HOMO (alpha / beta) in hartree: -0.2801 / -0.2799
Frontier orbital gap (alpha / beta) in eV: 6.07 / 6.57
Multiplicity: 2
Energy in eV: -38815.263
E_LUMO (alpha / beta) in eV: -1.55 / -1.05


Question: energy of number 2 (C21H19N4O4Ru)?
Answer: -38815.263 eV